1.
Entry from the Open Molecules 2025 dataset: a single C11H12O molecule (ωB97M-V/def2-TZVPD).

Values from the calculation:
Total charge   0
SMILES   COc1ccc2c(c1)[C@@H]1C[C@@H]1C2
Gap between HOMO and LUMO   9.04 eV
Energy relative to the best compared isomer or geometry (same formula, charge and spin)   82.74 kcal per mole

Cartesian coordinates (Å):
O1 -2.916 -0.932 -0.018
C1 -1.756 -0.148 -0.146
C2 0.856 0.956 -0.161
C3 -1.495 1.271 0.183
C4 2.879 -0.286 -0.258
C5 -4.168 -0.344 0.215
C6 2.431 1.173 -0.103
C7 0.600 -0.409 -0.209
C8 -0.666 -0.968 -0.499
C9 1.781 -1.254 -0.401
C10 2.659 -1.286 0.901
C11 -0.194 1.850 -0.046
H1 2.587 1.453 0.971
H2 -4.293 0.392 -0.482
H3 -2.463 1.938 0.253
H4 3.897 -0.151 -0.810
H5 -0.758 -1.972 -0.830
H6 -4.807 -1.161 -0.439
H7 1.716 -2.000 -1.272
H8 2.287 -0.919 1.837
H9 3.641 -1.962 0.909
H10 -4.439 -0.078 1.319
H11 -0.131 2.923 -0.049
H12 2.751 1.913 -0.865

=====

2.
Entry from the Open Molecules 2025 dataset: a single C11H12O2 molecule (ωB97M-V/def2-TZVPD).

Values from the calculation:
Total charge   0
SMILES   CCCC#CC#C/C=C/C(=O)OC
Gap between HOMO and LUMO   8.66 eV
Energy relative to the best compared isomer or geometry (same formula, charge and spin)   125.51 kcal per mole

Cartesian coordinates (Å):
O1 -4.090 -3.119 -1.500
O2 -4.783 -2.955 0.690
C1 4.010 2.789 -0.592
C2 -2.336 -1.187 0.755
C3 1.159 0.926 0.411
C4 5.471 3.240 -0.421
C5 -2.702 -1.940 -0.305
C6 -3.925 -2.693 -0.366
C7 3.723 1.635 0.332
C8 -1.156 -0.332 0.568
C9 2.340 1.208 0.339
C10 -6.093 -3.415 0.263
C11 -0.141 0.330 0.516
H1 5.712 3.505 0.651
H2 -2.884 -0.954 1.663
H3 -6.677 -3.328 1.150
H4 4.045 1.902 1.267
H5 -6.243 -4.425 -0.156
H6 -2.080 -2.090 -1.097
H7 -6.569 -2.784 -0.560
H8 5.656 4.291 -0.951
H9 3.716 2.566 -1.609
H10 6.158 2.400 -0.762
H11 4.316 0.810 0.023
H12 3.372 3.620 -0.307

=====

3.
Entry from the Open Molecules 2025 dataset: a single C11H12S molecule (ωB97M-V/def2-TZVPD).

Values from the calculation:
Total charge   0
Gap between HOMO and LUMO   9.04 eV
Energy relative to the best compared isomer or geometry (same formula, charge and spin)   0.00 kcal per mole

Cartesian coordinates (Å):
S1 -2.613 0.821 1.238
C1 -2.243 -0.533 -1.145
C2 1.107 2.334 -0.325
C3 -1.961 -1.784 -0.788
C4 2.508 -1.037 0.721
C5 0.142 -1.285 0.417
C6 1.378 -1.834 0.740
C7 -1.131 -2.099 0.414
C8 1.204 0.889 0.057
C9 2.427 0.304 0.387
C10 -1.818 0.621 -0.362
C11 0.123 0.046 0.096
H1 -1.757 1.565 -0.884
H2 3.470 -1.466 0.965
H3 1.454 -2.882 0.998
H4 -1.691 -1.840 1.318
H5 0.421 2.865 0.334
H6 -2.139 2.050 1.462
H7 -0.896 -3.164 0.452
H8 0.734 2.432 -1.344
H9 2.084 2.809 -0.265
H10 3.320 0.914 0.375
H11 -2.287 -2.613 -1.400
H12 -2.776 -0.329 -2.066

=====

4.
Entry from the Open Molecules 2025 dataset: a molecular structure, C11H13AsBrMgNOS5 (ωB97M-V/def2-TZVPD).

Values from the calculation:
Total charge   0
Gap between HOMO and LUMO   6.41 eV
Energy relative to the best compared isomer or geometry (same formula, charge and spin)   0.00 kcal per mole

Cartesian coordinates (Å):
Br1 -2.568 -6.385 -2.134
As1 -1.813 3.064 -1.287
S1 3.398 1.548 0.892
S2 -0.601 0.136 1.996
S3 1.314 0.599 -0.981
S4 -2.709 1.140 -1.498
S5 1.829 1.164 3.331
Mg1 -0.876 -0.054 -0.356
O1 4.285 2.126 3.307
N1 -1.352 -2.091 -0.880
C1 1.776 0.892 0.695
C2 -1.218 -3.907 -2.424
C3 -2.071 -4.645 -1.623
C4 -0.929 3.370 0.386
C5 -2.164 -2.823 -0.112
C6 3.367 1.708 2.652
C7 -2.554 -4.107 -0.442
C8 1.054 0.713 1.815
C9 -0.885 -2.631 -2.009
C10 -3.171 4.410 -1.451
C11 -0.515 3.390 -2.659
H1 -0.651 4.422 0.441
H2 -3.862 4.311 -0.617
H3 -0.817 -4.308 -3.343
H4 -3.706 4.257 -2.385
H5 -1.598 3.102 1.200
H6 -2.706 5.394 -1.440
H7 -0.945 3.102 -3.617
H8 -2.497 -2.363 0.811
H9 0.354 2.770 -2.441
H10 -0.038 2.744 0.444
H11 -0.207 -2.019 -2.591
H12 -3.210 -4.667 0.207
H13 -0.245 4.446 -2.665

=====

5.
Entry from the Open Molecules 2025 dataset: a molecular structure, C11H13Br6Cl9O6 (ωB97M-V/def2-TZVPD).

Values from the calculation:
Total charge   0
Gap between HOMO and LUMO   9.72 eV

Cartesian coordinates (Å):
Br1 -3.162 -3.858 -0.072
Br2 -6.130 -2.592 -0.162
Br3 0.977 -1.585 -5.706
Br4 -1.397 -2.047 -3.548
Br5 -0.068 -4.478 -5.023
Br6 -4.376 -2.172 2.439
Cl1 -5.264 2.572 -2.521
Cl2 3.127 3.390 2.338
Cl3 -4.156 -0.102 -2.463
Cl4 2.669 0.851 3.609
Cl5 0.956 3.023 4.250
Cl6 -1.386 3.316 -0.861
Cl7 -3.569 4.748 0.555
Cl8 -5.827 0.892 -0.308
Cl9 -0.858 5.044 1.384
O1 -1.631 -0.677 0.166
O2 -0.522 1.178 0.572
O3 5.143 -0.449 -0.091
O4 3.194 0.492 0.475
O5 4.170 -0.992 1.837
O6 -2.816 1.166 0.416
C1 4.110 -0.203 0.742
C2 6.158 -1.134 0.656
C3 0.483 0.236 0.297
C4 -0.291 -0.996 -0.111
C5 -0.605 -2.552 -5.221
C6 5.256 -1.890 1.643
C7 -4.308 -2.379 0.487
C8 -4.596 1.325 -1.474
C9 -1.740 0.654 0.352
C10 -2.002 3.879 0.713
C11 1.870 2.247 2.922
H1 1.234 1.992 2.088
H2 6.840 -1.787 0.123
H3 5.741 -1.899 2.620
H4 -1.294 -2.323 -6.022
H5 1.265 0.382 -0.453
H6 1.109 0.007 1.164
H7 -3.701 1.586 -0.921
H8 4.939 -2.857 1.252
H9 0.044 -1.833 0.501
H10 -3.945 -1.509 -0.044
H11 -0.168 -1.183 -1.178
H12 6.721 -0.456 1.302
H13 -2.198 2.972 1.273

=====

6.
Entry from the Open Molecules 2025 dataset: a molecular structure, C11H13Br6Cl9O6 (ωB97M-V/def2-TZVPD).

Values from the calculation:
Total charge   +1
Spin multiplicity   2
Gap between HOMO and LUMO (spin up / spin down)   7.95 / 3.06 eV

Cartesian coordinates (Å):
Br1 -4.839 5.056 0.440
Br2 2.188 6.468 -0.186
Br3 -2.002 4.113 0.646
Br4 2.192 3.763 1.682
Br5 -2.769 5.291 -2.158
Br6 3.564 3.742 -1.342
Cl1 -5.624 -1.899 -1.827
Cl2 6.757 -0.224 -4.054
Cl3 4.270 -0.448 -5.617
Cl4 0.510 -4.808 -1.436
Cl5 1.557 -3.804 1.029
Cl6 -3.421 -1.698 -3.726
Cl7 -5.310 0.461 -3.437
Cl8 1.788 -6.656 0.415
Cl9 4.216 -0.709 -2.705
O1 0.280 0.949 -1.759
O2 1.116 -0.577 3.919
O3 -0.418 0.383 0.291
O4 0.017 -2.592 4.083
O5 -1.994 1.210 -1.215
O6 -1.227 -0.747 3.977
C1 -4.431 -0.811 -2.558
C2 1.430 0.671 -0.997
C3 5.038 0.066 -4.124
C4 -0.823 0.836 -0.986
C5 1.855 -5.034 -0.317
C6 2.148 4.496 -0.196
C7 -3.443 4.302 -0.637
C8 -2.029 -1.719 4.634
C9 -1.280 -2.995 4.300
C10 0.072 -1.275 3.910
C11 0.879 0.089 0.305
H1 -1.999 -1.389 5.672
H2 -3.743 -0.313 -1.875
H3 1.209 4.147 -0.624
H4 4.818 1.133 -4.156
H5 2.736 -4.756 -0.896
H6 0.932 -1.000 0.299
H7 2.005 1.550 -0.708
H8 -1.246 -3.618 5.194
H9 -1.774 -3.584 3.528
H10 -3.756 3.272 -0.813
H11 -3.033 -1.838 4.227
H12 1.397 0.517 1.164
H13 2.187 -0.020 -1.367

=====

7.
Entry from the Open Molecules 2025 dataset: a molecular structure, C11H13BrCe (ωB97M-V/def2-TZVPD).

Values from the calculation:
Total charge   -1
Spin multiplicity   2
Gap between HOMO and LUMO (spin up / spin down)   6.91 / 6.95 eV

Cartesian coordinates (Å):
Ce1 0.119 0.357 0.509
Br1 -0.525 2.985 1.001
C1 0.451 0.582 -2.101
C2 -1.822 -2.041 0.625
C3 0.996 -0.760 -2.158
C4 -2.250 -1.447 -0.598
C5 2.384 0.525 -0.827
C6 2.154 -0.800 -1.360
C7 -2.378 0.170 1.054
C8 1.351 1.392 -1.323
C9 1.918 0.837 2.061
C10 -2.572 -0.078 -0.348
C11 -1.914 -1.052 1.661
H1 -2.477 -1.995 -1.511
H2 3.177 0.760 -0.115
H3 1.820 1.929 1.924
H4 -2.522 1.128 1.562
H5 2.971 0.587 2.225
H6 1.413 0.461 2.983
H7 1.173 2.423 -0.997
H8 -1.776 -1.229 2.730
H9 -1.684 -3.109 0.775
H10 2.824 -1.652 -1.241
H11 -0.395 0.984 -2.666
H12 0.619 -1.553 -2.804
H13 -3.054 0.594 -1.060

=====

8.
Entry from the Open Molecules 2025 dataset: 2 unconnected molecules or ions with the total composition C11H13Cl3NO3 (ωB97M-V/def2-TZVPD).

Values from the calculation:
Total charge   +1
Gap between HOMO and LUMO   8.96 eV

Cartesian coordinates (Å):
Cl1 -1.563 -0.569 3.604
Cl2 -0.223 -2.584 -2.522
Cl3 -0.610 -0.474 6.362
O1 -0.808 -0.175 -4.237
O2 0.742 1.337 -3.700
O3 2.244 1.983 -2.202
N1 -0.051 -1.709 -1.062
C1 1.882 -0.351 -2.042
C2 0.902 -0.722 -0.870
C3 2.119 1.070 0.687
C4 1.052 -0.014 0.384
C5 0.109 -0.342 1.486
C6 -1.885 0.020 5.249
C7 -0.901 -2.051 -0.040
C8 1.615 1.070 -2.649
C9 -0.529 0.746 -3.524
C10 -1.600 1.241 -2.514
C11 -0.890 -1.399 1.249
H1 1.627 2.076 0.687
H2 -1.643 -1.755 2.020
H3 -2.832 -0.390 5.590
H4 1.962 -1.168 -2.805
H5 -1.937 1.105 5.229
H6 2.895 -0.297 -1.561
H7 3.014 1.025 0.019
H8 -2.542 0.645 -2.653
H9 0.174 0.202 2.442
H10 2.520 0.930 1.731
H11 -1.898 2.310 -2.700
H12 -1.631 -2.866 -0.221
H13 -1.313 1.108 -1.436

=====

Short version: E_tot = -501.4460, -576.6558, -824.4693, -7557.9198, -20464.1356, -20463.7537, -3476.1364, -2087.6514 hartree, in the order given.